30
Properties=species:S:1:pos:R:3 method="wB97M-V/def2-TZVPD" max_force_ha_per_bohr=0.1432 e_homo_ev=-11.883 charge=+1
C 0.62 -1.44 1.88
H -0.15 2.85 1.68
C 1.07 -0.64 0.58
H 0.07 0.33 -4.74
C 0.24 1.06 -3.94
C -0.38 0.91 3.01
C -2.77 -1.36 1.17
H -1.56 -3.44 2.18
O -0.51 -1.46 4.21
H 0.77 -2.58 1.99
H -2.78 -0.06 -0.94
H 1.56 -1.21 -0.29
H -0.93 1.39 3.91
C 2.75 1.22 -4.45
H 2.69 0.51 -5.27
C -1.96 -1.60 4.13
C 0.77 0.91 0.55
S -2.55 -2.54 2.61
H -2.49 -0.56 4.07
H 2.67 2.24 -4.83
O 1.92 0.67 -2.30
H 0.04 2.07 -4.30
C 1.66 0.96 -3.45
C 0.07 1.71 1.71
H -0.44 0.84 -3.11
H -2.28 -2.12 5.13
C -0.09 -0.66 3.07
C -2.78 -0.58 0.10
H 1.06 1.49 -0.40
H 3.73 1.11 -3.97